Record 1
Molecular formula: C28H34FeIN7OSSi
Method: DFT, wB97M-V/def2-TZVPD

As for the spin multiplicity: 2. Its total energy is -103264.182 eV. The calculation puts the LUMO energy (alpha / beta) at -2.79 / -2.76 eV. The energy relative to the best compared isomer or geometry (same formula, charge and spin) is 0.0 kcal/mol. The expectation value of S² is 0.78. The net charge is +1.

Element x y z (Å)
Fe 0.041 -0.618 -0.648
N -0.508 0.549 3.558
C -0.341 -0.029 2.341
S -0.856 0.858 0.895
N 0.160 -1.207 2.247
N 0.352 -1.644 0.959
C 0.857 -2.827 0.828
C 1.341 -3.665 1.947
C 0.887 -4.973 2.095
C 1.364 -5.772 3.124
C 2.309 -5.275 4.008
C 2.772 -3.973 3.864
C 2.288 -3.172 2.844
C 0.910 -3.265 -0.561
C 1.488 -4.461 -0.992
C 1.486 -4.779 -2.331
C 0.899 -3.894 -3.229
C 0.370 -2.719 -2.739
N 0.382 -2.391 -1.437
H -1.320 1.137 3.664
H -0.348 -0.086 4.329
H 0.138 -5.361 1.415
H 0.992 -6.782 3.236
H 2.684 -5.899 4.808
H 3.508 -3.580 4.553
H 2.634 -2.150 2.748
H 1.941 -5.120 -0.263
H 1.932 -5.701 -2.679
H 0.855 -4.111 -4.287
H -0.073 -1.986 -3.400
C 1.599 2.552 -4.741
C 0.608 1.687 -4.040
C -0.655 1.267 -4.393
C -1.117 0.487 -3.314
N -0.192 0.438 -2.363
N 0.845 1.166 -2.820
C -2.426 -0.206 -3.143
H 1.391 2.571 -5.808
H 2.616 2.185 -4.598
H 1.554 3.578 -4.371
H -1.180 1.499 -5.304
H 1.677 1.215 -2.253
H -3.252 0.499 -3.235
H -2.480 -0.678 -2.162
H -2.568 -0.975 -3.905
N 3.614 -1.671 -1.343
C 3.267 -0.700 -0.479
O 2.243 -0.043 -0.604
C 4.228 -0.500 0.677
I 3.598 1.010 2.017
H 2.956 -1.942 -2.059
H 4.405 -2.269 -1.174
H 5.219 -0.237 0.314
H 4.301 -1.425 1.248
C 0.358 3.524 -0.366
Si -0.662 3.075 1.116
C 0.196 3.517 2.698
C -2.407 3.679 0.973
C -3.062 4.315 2.027
C -4.382 4.730 1.900
C -5.063 4.511 0.712
C -4.426 3.880 -0.350
C -3.109 3.469 -0.219
H 0.436 4.612 -0.439
H -0.089 3.156 -1.290
H 1.364 3.108 -0.272
H 0.568 4.542 2.607
H 1.049 2.856 2.854
H -0.436 3.466 3.583
H -2.541 4.501 2.960
H -4.876 5.225 2.725
H -6.091 4.833 0.611
H -4.957 3.712 -1.277
H -2.626 2.975 -1.056

=====

Record 2
Molecular formula: C28H34N5O10Sr
Method: DFT, wB97M-V/def2-TZVPD

Its total energy is -58312.560 eV. The calculation puts the LUMO energy at -4.47 eV. The energy relative to the best compared isomer or geometry (same formula, charge and spin) is 368.4 kcal/mol. The net charge is +1.

Element x y z (Å)
N 1.223 -0.260 4.128
H 0.840 -0.869 3.420
H 2.231 -0.292 4.073
H 0.844 -0.480 5.038
H 0.889 0.675 3.941
Sr 2.852 -2.292 2.440
C 1.124 -0.626 0.329
C 0.351 -0.955 1.591
O 1.152 -1.595 2.510
H 1.927 0.026 0.672
H 0.591 -0.006 -0.391
H 1.483 -1.508 -0.201
H -0.456 -1.630 1.305
H -0.054 -0.015 1.968
C 3.545 -2.681 -0.172
C 2.391 -3.637 0.085
O 2.223 -3.936 1.432
H 3.122 -1.710 0.084
H 3.730 -2.747 -1.244
H 4.401 -2.999 0.422
H 2.693 -4.547 -0.433
H 1.543 -3.414 -0.563
C 2.926 3.636 2.391
C 2.308 2.501 2.888
C 2.544 1.259 2.256
C 3.195 1.145 1.013
C 3.804 2.295 0.455
C 3.648 3.545 1.177
N 3.620 -0.137 0.423
O 3.628 -1.167 1.095
O 3.704 -0.223 -0.767
H 3.004 4.561 2.944
H 1.763 2.500 3.820
H 2.119 0.365 2.688
H 4.261 2.365 -0.521
H 4.075 4.409 0.690
C -1.102 2.063 0.809
C 0.155 2.074 0.231
C 0.412 2.811 -0.870
C -0.647 3.554 -1.399
C -2.003 3.490 -0.834
C -2.224 2.646 0.238
N -0.436 4.496 -2.490
O -1.384 4.972 -3.065
O 0.695 4.710 -2.866
H -1.192 1.634 1.796
H 0.850 1.539 0.861
H 1.448 2.781 -1.173
H -2.840 4.104 -1.131
H -3.208 2.468 0.647
C -4.272 -2.449 -1.126
C -4.432 -3.581 -0.443
C -3.339 -4.190 0.133
C -2.075 -3.629 0.020
C -1.965 -2.419 -0.691
C -3.064 -1.881 -1.364
N -0.912 -4.216 0.724
O 0.231 -3.624 0.571
O -0.951 -5.151 1.526
H -5.133 -2.043 -1.635
H -5.465 -3.880 -0.343
H -3.620 -5.066 0.698
H -1.046 -1.853 -0.677
H -2.962 -0.965 -1.928
C -2.403 0.926 -4.537
C -3.576 0.802 -3.807
C -3.518 0.672 -2.431
C -2.283 0.702 -1.774
C -1.109 0.854 -2.518
C -1.159 1.012 -3.929
N -2.289 0.369 -0.361
O -1.185 0.138 0.170
O -3.335 0.506 0.287
H -2.512 1.063 -5.602
H -4.527 0.639 -4.293
H -4.463 0.466 -1.952
H -0.170 0.824 -1.985
H -0.228 1.076 -4.472

=====

Record 3
Molecular formula: C28H34N8S2V
Method: DFT, wB97M-V/def2-TZVPD

As for the spin multiplicity: 2. Its total energy is -88856.265 eV. The calculation puts the LUMO energy (alpha / beta) at -5.09 / -5.09 eV. The energy relative to the best compared isomer or geometry (same formula, charge and spin) is 14.8 kcal/mol. The expectation value of S² is 0.77. The net charge is +2.

Element x y z (Å)
V 0.521 -0.348 -0.001
C 1.836 -1.301 -2.501
N 0.415 -1.251 -2.049
C -0.430 -0.723 -3.135
C -1.689 -0.098 -2.597
C -2.624 0.432 -3.474
C -3.759 1.026 -2.953
C -3.917 1.071 -1.575
C -2.923 0.535 -0.781
N -1.813 -0.038 -1.273
C -0.074 -2.607 -1.645
C 0.786 -3.105 -0.504
C 1.028 -4.449 -0.278
C 1.989 -4.821 0.652
C 2.706 -3.827 1.303
C 2.378 -2.509 1.065
N 1.397 -2.133 0.211
C 2.665 -0.178 -1.919
C 3.844 0.209 -2.524
C 4.624 1.197 -1.939
C 4.187 1.783 -0.763
C 2.989 1.360 -0.224
N 2.224 0.395 -0.777
H 1.900 -1.277 -3.586
H 2.291 -2.240 -2.199
H -0.661 -1.519 -3.849
H 0.126 0.030 -3.689
H -2.463 0.376 -4.548
H -4.511 1.448 -3.611
H -4.793 1.520 -1.123
H -3.000 0.587 0.297
H -0.024 -3.325 -2.465
H -1.117 -2.501 -1.362
H 0.494 -5.195 -0.856
H 2.200 -5.871 0.841
H 3.504 -4.069 1.998
H 2.908 -1.718 1.581
H 4.152 -0.266 -3.451
H 5.556 1.510 -2.402
H 4.756 2.563 -0.271
H 2.602 1.833 0.669
N 0.966 0.304 2.080
C 0.135 -0.388 3.127
C -0.529 -1.622 2.532
N -1.018 -1.254 1.184
H 1.948 0.140 2.263
H 0.837 1.307 2.160
H -0.628 0.310 3.455
H 0.731 -0.650 3.992
H -1.327 -1.970 3.188
H 0.187 -2.432 2.448
H -1.648 -0.452 1.293
H -1.582 -1.999 0.791
C -3.448 -0.177 3.968
C -2.889 1.129 3.476
N -2.127 1.271 2.421
C -1.742 2.585 2.228
C -2.228 3.438 3.168
S -3.188 2.602 4.294
C -0.908 3.034 1.079
C -0.569 4.344 0.966
S 0.203 4.651 -0.510
C 0.108 2.993 -0.913
N -0.466 2.234 0.001
C 0.558 2.571 -2.282
H -3.409 -0.925 3.176
H -4.485 -0.068 4.286
H -2.884 -0.546 4.826
H -2.094 4.508 3.256
H -0.767 5.145 1.662
H 0.323 3.353 -3.007
H 0.025 1.671 -2.563
H 1.632 2.393 -2.338

=====

Record 4
Molecular formula: C28H34P
Method: DFT, wB97M-V/def2-TZVPD

Its total energy is -38869.898 eV. The calculation puts the LUMO energy at -4.43 eV. The net charge is +1.

Element x y z (Å)
C -1.019 1.760 -0.699
C -2.279 1.595 0.194
C -2.672 2.906 0.866
P -2.337 0.169 1.429
C -1.929 -1.172 0.170
C -2.811 -1.134 -1.094
C -1.896 -2.580 0.752
C -0.588 0.361 2.091
C -0.233 -0.683 3.138
C -0.235 1.752 2.625
H -1.200 2.642 -1.330
H -0.089 1.938 -0.129
H -0.847 0.908 -1.367
H -3.110 1.290 -0.466
H -2.895 3.631 0.073
H -3.572 2.781 1.487
H -1.871 3.318 1.494
H -0.905 -0.876 -0.122
H -2.515 -1.986 -1.727
H -3.882 -1.243 -0.854
H -2.662 -0.223 -1.687
H -1.968 -3.300 -0.068
H -0.965 -2.787 1.280
H -2.732 -2.774 1.435
H -0.012 0.172 1.166
H 0.798 -0.495 3.457
H -0.877 -0.590 4.016
H -0.294 -1.707 2.769
H 0.705 1.645 3.193
H -0.036 2.471 1.822
H -1.005 2.162 3.307
C -4.034 -0.416 2.966
C -4.612 -1.671 2.424
C -5.179 -1.641 1.139
C -5.634 -2.793 0.506
C -5.593 -4.027 1.174
C -5.177 -4.050 2.514
C -4.706 -2.889 3.144
C -3.374 -0.387 4.291
C -3.608 0.857 4.934
C -3.099 1.127 6.192
C -2.391 0.128 6.869
C -2.239 -1.135 6.280
C -2.746 -1.416 5.004
C -4.602 1.584 4.151
C -4.945 0.783 3.008
C -6.107 1.117 2.329
C -6.825 2.283 2.673
C -6.386 3.122 3.716
C -5.282 2.750 4.475
H -5.295 -0.685 0.636
H -6.010 -2.731 -0.513
H -5.906 -4.938 0.671
H -5.207 -4.996 3.061
H -4.505 -2.941 4.213
H -3.228 2.138 6.595
H -1.958 0.331 7.844
H -1.737 -1.926 6.833
H -2.654 -2.417 4.582
H -6.516 0.464 1.560
H -7.728 2.525 2.121
H -6.921 4.053 3.902
H -4.901 3.391 5.275

=====

Record 5
Molecular formula: C28H35B2F29O14
Method: DFT, wB97M-V/def2-TZVPD

Its total energy is -138440.037 eV. The calculation puts the LUMO energy at 3.74 eV. The energy relative to the best compared isomer or geometry (same formula, charge and spin) is 0.0 kcal/mol. The net charge is -2.

Element x y z (Å)
B 3.943 -2.097 -1.878
F 4.678 -2.860 -0.991
F 3.976 -0.847 -1.536
F 4.407 -2.098 -3.178
F 2.712 -2.489 -1.758
B 0.850 -0.351 0.287
F 0.756 -1.536 -0.295
F 0.637 -0.429 1.619
F 2.091 0.160 -0.017
F 0.005 0.480 -0.324
C -2.343 3.187 -6.216
C -1.210 3.961 -5.528
O -1.569 4.157 -4.184
C -1.203 3.279 -3.213
O -0.271 2.453 -3.290
C -2.194 3.318 -1.968
F -1.971 2.211 -1.247
F -1.893 4.338 -1.125
F -3.534 3.349 -2.281
H -3.241 3.804 -6.245
H -2.559 2.255 -5.694
H -2.149 2.899 -7.249
H -0.948 4.910 -5.996
H -0.276 3.413 -5.655
C -2.328 -5.572 -1.050
C -0.874 -5.076 -0.723
O 0.101 -5.770 -1.491
C 1.423 -5.526 -1.308
O 1.889 -4.992 -0.313
C 2.287 -6.252 -2.365
F 3.145 -5.491 -2.940
F 2.982 -7.219 -1.737
F 1.557 -6.778 -3.318
H -2.457 -6.654 -1.074
H -2.698 -5.239 -2.019
H -3.018 -5.128 -0.333
H -0.689 -5.195 0.345
H -0.645 -4.010 -0.709
C -5.211 0.526 4.630
C -3.889 -0.149 4.170
O -3.212 0.598 3.210
C -2.688 1.831 3.527
O -2.759 2.364 4.682
C -2.130 2.592 2.332
F -3.043 3.375 1.719
F -1.141 3.320 2.758
F -1.643 1.747 1.425
H -5.862 0.767 3.789
H -4.990 1.425 5.205
H -5.808 -0.108 5.286
H -4.169 -1.056 3.634
H -3.355 -0.458 5.068
C -4.384 -0.510 -4.258
C -3.402 -1.604 -3.966
O -3.500 -1.851 -2.553
C -2.573 -1.498 -1.717
O -1.433 -1.170 -2.077
C -2.977 -1.547 -0.183
F -2.171 -2.282 0.576
F -2.912 -0.281 0.275
F -4.272 -1.961 -0.063
H -5.416 -0.850 -4.169
H -4.373 -0.131 -5.280
H -4.281 0.413 -3.688
H -2.405 -1.319 -4.300
H -3.601 -2.532 -4.502
C 4.976 4.333 -4.032
C 5.120 3.785 -2.573
O 4.092 4.192 -1.739
C 2.994 3.492 -1.578
O 2.668 2.501 -2.278
C 2.151 3.870 -0.300
F 1.006 4.205 -0.753
F 1.972 2.830 0.543
F 2.773 4.934 0.304
H 4.725 5.391 -3.962
H 4.139 3.850 -4.535
H 5.905 4.288 -4.600
H 6.089 4.182 -2.270
H 5.274 2.707 -2.530
C 2.214 2.634 4.252
C 3.050 1.540 3.611
O 3.968 2.006 2.662
C 4.726 1.115 1.823
O 4.609 -0.097 1.870
C 5.688 1.818 0.856
F 5.719 1.148 -0.319
F 5.307 3.082 0.598
F 6.911 1.855 1.483
H 1.172 2.626 3.931
H 2.694 3.603 4.116
H 2.206 2.417 5.321
H 2.403 0.799 3.141
H 3.720 1.059 4.324
C 0.359 -1.332 6.040
C -0.217 -1.334 4.597
O -1.161 -2.372 4.474
C -0.978 -3.426 3.612
O -0.097 -3.519 2.801
C -2.087 -4.467 3.672
F -2.662 -4.655 2.500
F -1.591 -5.703 4.101
F -2.995 -4.152 4.588
H -0.431 -1.187 6.777
H 1.013 -0.472 6.184
H 0.962 -2.168 6.395
H 0.555 -1.226 3.835
H -0.707 -0.363 4.527

=====

Record 6
Molecular formula: C28H35B2N5O16Pb
Method: DFT, wB97M-V/def2-TZVPD

Its total energy is -76419.503 eV. The calculation puts the LUMO energy at -4.57 eV.

Element x y z (Å)
Pb 9.821 16.896 -14.776
O 14.121 15.273 -14.587
C 13.552 14.302 -14.163
O 14.154 13.213 -13.683
B 13.182 12.416 -13.007
O 11.928 13.153 -13.072
C 12.041 14.185 -13.755
O 11.136 14.963 -14.024
O 13.630 12.043 -11.677
C 13.671 10.666 -11.514
O 13.903 9.957 -10.504
C 13.172 10.103 -12.870
O 12.840 11.139 -13.640
O 13.096 8.927 -13.189
O 8.480 14.374 -14.570
C 7.758 13.419 -14.797
O 7.773 12.312 -14.098
B 6.759 11.408 -14.706
O 6.132 12.158 -15.831
C 6.718 13.364 -15.933
O 6.533 14.205 -16.774
O 7.456 10.130 -15.277
C 6.997 9.150 -14.589
O 7.416 7.959 -14.673
C 5.820 9.651 -13.617
O 5.721 10.921 -13.894
O 5.177 8.895 -12.954
C 4.664 16.792 -17.930
C 4.178 15.860 -18.991
C 3.167 16.535 -19.917
C 1.850 16.854 -19.321
N 0.843 17.078 -18.803
H 3.789 17.080 -17.348
H 5.357 17.613 -18.113
H 5.286 16.233 -17.231
H 3.936 14.905 -18.524
H 5.089 15.515 -19.480
H 3.057 15.859 -20.765
H 3.504 17.486 -20.329
C 2.743 8.046 -8.306
C 3.290 7.766 -9.735
C 4.775 7.298 -9.677
C 5.739 8.286 -9.138
N 6.454 9.105 -8.679
H 1.691 8.322 -8.229
H 3.274 8.920 -7.928
H 2.890 7.238 -7.589
H 3.590 8.631 -10.326
H 2.647 7.125 -10.338
H 5.145 7.045 -10.670
H 4.936 6.533 -8.916
C 8.356 13.007 -10.929
C 8.671 13.736 -9.572
C 8.798 15.276 -9.790
C 8.847 15.785 -11.193
N 8.867 16.193 -12.259
H 9.196 13.238 -11.584
H 7.455 13.342 -11.442
H 8.192 11.939 -10.780
H 9.708 13.483 -9.352
H 7.999 13.533 -8.738
H 9.609 15.730 -9.220
H 7.962 15.819 -9.350
C 11.227 9.831 -18.328
C 11.489 9.920 -16.746
C 10.729 11.067 -16.060
C 11.184 12.340 -16.602
N 11.544 13.333 -16.975
H 11.003 10.818 -18.731
H 10.326 9.265 -18.562
H 12.097 9.390 -18.816
H 12.559 10.057 -16.593
H 11.193 8.994 -16.255
H 10.783 11.041 -14.972
H 9.698 10.885 -16.365
C 7.660 10.186 -18.850
C 7.924 11.666 -19.192
C 7.123 11.972 -20.432
C 5.715 11.800 -20.256
N 4.526 11.695 -20.057
H 6.678 9.898 -18.475
H 8.341 9.774 -18.105
H 7.889 9.562 -19.713
H 8.977 11.736 -19.466
H 7.637 12.331 -18.377
H 7.355 11.416 -21.341
H 7.195 13.038 -20.646